DFT (wB97M-V/def2-TZVPD) results for one molecule with the formula C15H18N4O4 in a non-equilibrium geometry.

The geometry in XYZ format:
```
41
Properties=species:S:1:pos:R:3
N -3.3641 0.8128 -1.9378
C -3.1391 0.8384 -0.6526
O -2.3578 1.7160 -0.2322
C -3.6982 -0.0566 0.3931
C -2.7002 -0.8827 1.2329
N -1.8773 -0.0664 2.1296
C -1.8235 -1.5057 0.0627
O -2.1871 -1.6513 -1.0311
N -0.5375 -1.6658 0.5170
C 0.4120 -2.3886 -0.3608
C 0.9629 -1.4779 -1.4725
C 2.0224 -0.4972 -0.9786
C 3.3453 -0.6318 -0.7853
N 3.8555 0.4970 -0.4358
C 2.8935 1.4440 -0.1800
C 2.9227 2.7417 0.4026
C 1.7805 3.5175 0.6050
C 0.5746 2.7451 0.3989
C 0.5667 1.5157 -0.3208
C 1.7246 0.8804 -0.6636
C 1.6134 -2.8429 0.3996
O 2.5789 -3.3615 -0.1221
O 1.6885 -2.1620 1.5601
H -3.8649 0.0397 -2.2333
H -3.3334 1.6787 -2.5186
H -4.2109 0.6487 1.0592
H -4.4719 -0.7658 -0.0961
H -3.1331 -1.7011 1.7257
H -1.5327 0.7939 1.6425
H -2.3572 0.1068 3.0041
H -0.1377 -1.0402 1.3094
H -0.0971 -3.2427 -0.8371
H 1.2054 -2.1591 -2.3114
H 0.1340 -0.8780 -1.8230
H 4.0510 -1.3173 -0.7336
H 4.8204 0.5618 -0.1024
H 3.9211 3.2078 0.8564
H 1.7817 4.5944 0.9518
H -0.4071 3.1623 0.6782
H -0.2682 1.0163 -0.6931
H 2.6441 -2.2243 1.5929
```

Values from the calculation:
energy above the lowest of the compared OMol25 structures with the same formula, charge and spin: 82.9 kcal per mole
HOMO level: -0.279 hartree
LUMO: 0.716 eV
SMILES: NC(=O)C[C@H](N)C(=O)N[C@@H](Cc1c[nH]c2ccccc12)C(=O)O
energy: -29996.4006 eV
frontier orbital gap: 8.30 eV

DFT (wB97M-V/def2-TZVPD) results for C15H18NRuSSe as an isolated structure.

The geometry in XYZ format:
```
37
Properties=species:S:1:pos:R:3
Ru 0.1987 0.1966 -0.7722
S -0.9498 0.9839 -2.5371
C -1.5062 -0.6991 -2.5450
C -2.4388 -1.3489 -3.3254
C -2.6362 -2.7012 -3.0719
C -1.9089 -3.3434 -2.0737
C -0.9993 -2.6195 -1.3268
N -0.8233 -1.3206 -1.5764
H -2.9783 -0.8183 -4.0963
H -3.3553 -3.2570 -3.6587
H -2.0428 -4.3950 -1.8666
H -0.4148 -3.0584 -0.5303
Se 2.0277 -1.0341 0.0071
C 3.1990 0.4331 0.3339
C 4.5741 0.2412 0.2828
C 5.4192 1.3181 0.5078
C 4.8946 2.5764 0.7699
C 3.5197 2.7671 0.8188
C 2.6726 1.6910 0.6124
H 4.9797 -0.7377 0.0621
H 6.4905 1.1744 0.4715
H 5.5583 3.4130 0.9421
H 3.1140 3.7465 1.0328
H 1.5981 1.8421 0.6928
C -2.7336 1.2656 2.3435
C -2.2586 0.4466 1.1342
C -2.4645 -1.0357 1.4118
C -0.8111 0.8233 0.8763
H -3.7874 1.0680 2.5422
H -2.6188 2.3375 2.1777
H -2.1651 0.9942 3.2356
H -2.8537 0.7476 0.2676
H -1.9209 -1.3352 2.3113
H -2.1306 -1.6672 0.5919
H -3.5217 -1.2422 1.5793
H -0.1889 0.6513 1.7584
H -0.7374 1.8960 0.6166
```

Values from the calculation:
energy above the lowest of the compared OMol25 structures with the same formula, charge and spin: 10.4 kcal per mole
HOMO level (spin up / spin down): -0.438 / -0.438 hartree
LUMO (spin up / spin down): -5.503 / -5.503 eV
total charge: +1
energy: -96093.6005 eV
frontier orbital gap (spin up / spin down): 6.42 / 6.42 eV

DFT (wB97M-V/def2-TZVPD) results for a 2-piece molecular cluster, C15H18O2 overall in a non-equilibrium geometry.

The geometry in XYZ format:
```
35
Properties=species:S:1:pos:R:3
C 2.1359 -2.4370 1.5818
C 2.1852 -1.9101 0.2207
C 0.9882 -2.3338 -0.7219
C -0.2957 -2.0845 -0.1890
C -1.3761 -2.1060 -0.9959
C -1.1469 -2.4286 -2.3366
O -2.2462 -2.3903 -3.1803
C 0.1055 -2.6819 -3.0080
C 1.2266 -2.7800 -2.0842
H 2.7508 -1.9498 2.1615
H 2.2077 -3.4560 1.6588
H 1.1349 -2.1265 1.8603
H 2.2888 -0.7891 0.0860
H 3.0845 -2.2771 -0.1968
H -0.3835 -1.6336 0.9211
H -2.4049 -2.1047 -0.5279
H -3.0806 -2.5967 -2.7249
H 0.0315 -3.1273 -3.9995
H 2.1282 -3.0122 -2.5614
C -1.9608 3.6789 -0.9022
C -1.2052 3.0272 0.1424
C -0.5252 1.7854 0.0495
C 0.3099 1.3804 1.0453
C 0.3425 2.1503 2.2398
O 1.2841 1.8459 3.2295
C -0.1105 3.4401 2.3018
C -1.0546 3.7296 1.3113
H -3.0798 3.8905 -0.5852
H -2.0636 3.1248 -1.8673
H -1.6143 4.6968 -1.2456
H -0.5821 1.2722 -0.9537
H 1.1587 0.6644 0.7790
H 1.2704 1.0365 3.7329
H 0.0785 3.8628 3.2505
H -1.5817 4.6394 1.5083
```

Values from the calculation:
energy above the lowest of the compared OMol25 structures with the same formula, charge and spin: 83.5 kcal per mole
HOMO level: -0.304 hartree
LUMO: 0.762 eV
SMILES: CCc1ccc(O)cc1.Cc1ccc(O)cc1
energy: -19938.6887 eV
frontier orbital gap: 9.04 eV

DFT (wB97M-V/def2-TZVPD) results for one molecule with the formula C15H18O2 in a non-equilibrium geometry.

The geometry in XYZ format:
```
35
Properties=species:S:1:pos:R:3
O -0.7127 -1.5017 1.8446
C -0.8793 -1.2922 0.5949
C -0.1474 -1.7096 -0.4935
C 0.5077 -0.6545 -1.3911
C 1.4348 0.0630 -0.2545
C 1.8770 1.6507 -1.1561
C 2.7430 2.2703 0.2180
C 4.0518 1.5096 0.3778
C 3.6356 0.0156 0.7924
C 2.8490 -0.5637 -0.1412
O 2.9760 -1.6673 -0.5020
C -2.0394 -0.3447 0.2033
C -2.7690 -0.5161 -1.0405
C -3.8767 0.1630 -1.4350
C -4.4206 1.1368 -0.2697
C -3.8446 1.1477 1.0881
C -2.7054 0.4680 1.0732
H 0.5677 -2.5886 -0.1352
H -0.8103 -2.4351 -1.2283
H -0.3036 0.0204 -1.5274
H 1.1240 -1.2038 -2.0499
H 1.0140 0.3280 0.6500
H 1.0649 2.0966 -1.1103
H 2.3943 1.1414 -1.8731
H 3.1243 3.3451 -0.4183
H 2.2003 2.3771 1.0935
H 4.7380 1.8761 1.1028
H 4.6298 1.3717 -0.6561
H 4.4543 -0.4981 1.1828
H 3.1458 0.1161 1.7171
H -2.4685 -1.3587 -1.8836
H -4.4896 0.3885 -2.3496
H -5.2640 2.0668 -0.5207
H -4.0783 1.9118 1.6665
H -2.2523 0.4938 2.0654
```

Values from the calculation:
energy above the lowest of the compared OMol25 structures with the same formula, charge and spin: 226.0 kcal per mole
HOMO level: -0.329 hartree
LUMO: -0.108 eV
SMILES: O=C(CC[C@@H]1CCCCC1=O)c1ccccc1
energy: -19932.5087 eV
frontier orbital gap: 8.86 eV

DFT (wB97M-V/def2-TZVPD) results for one molecule with the formula C15H19Cl2N3O4.

The geometry in XYZ format:
```
43
Properties=species:S:1:pos:R:3
C 1.0665 1.9748 4.0432
C 0.4073 2.1948 2.6873
C 1.1849 3.2056 1.8445
N 0.3216 0.9150 2.0042
C -0.6483 0.6934 1.0990
N -1.7110 1.4422 0.9567
C -2.4939 0.8049 0.0353
C -3.7359 1.1647 -0.4654
C -4.3343 0.3182 -1.3810
Cl -5.8786 0.7377 -2.0306
C -3.7197 -0.8710 -1.7782
Cl -4.5090 -1.9159 -2.9040
C -2.4782 -1.2465 -1.2872
C -1.8635 -0.3895 -0.3972
N -0.6545 -0.4274 0.2763
C 0.4079 -1.4040 0.2053
O 0.1832 -2.3679 -0.7889
C 1.0543 -2.1507 -1.8918
C 0.4857 -1.1585 -2.9261
O 1.4238 -0.8633 -3.9252
C 2.3389 -1.6228 -1.2516
O 3.1392 -2.6401 -0.7057
C 1.7811 -0.7313 -0.1193
O 2.6349 -0.6785 0.9839
H 1.1007 2.9074 4.5987
H 0.5065 1.2450 4.6216
H 2.0834 1.6105 3.9119
H -0.6219 2.5421 2.8116
H 0.6834 3.3536 0.8915
H 2.1964 2.8468 1.6621
H 1.2409 4.1609 2.3584
H 1.1935 0.4132 1.9202
H -4.2199 2.0714 -0.1454
H -2.0368 -2.1822 -1.5829
H 0.4654 -1.9286 1.1754
H 1.2100 -3.1282 -2.3629
H 0.2495 -0.2094 -2.4405
H -0.4408 -1.5663 -3.3464
H 1.5547 -1.6372 -4.4850
H 2.9645 -1.0694 -1.9531
H 2.5648 -3.3121 -0.3145
H 1.6134 0.2891 -0.4810
H 3.2901 -1.3903 0.8771
```

Values from the calculation:
energy above the lowest of the compared OMol25 structures with the same formula, charge and spin: 0.0 kcal per mole
HOMO level: -0.283 hartree
LUMO: 0.286 eV
SMILES: CC(C)Nc1nc2cc(Cl)c(Cl)cc2n1[C@H]1O[C@@H](CO)[C@H](O)[C@@H]1O
energy: -53569.0891 eV
frontier orbital gap: 7.98 eV

DFT (wB97M-V/def2-TZVPD) results for one molecule with the formula C15H19Cl2NO3.

The geometry in XYZ format:
```
40
Properties=species:S:1:pos:R:3
O 0.1090 -1.6831 0.2608
C -0.1457 -1.4718 -0.9084
C 0.6453 -2.1268 -2.0381
C 2.1324 -2.1586 -1.6810
C 2.8201 -0.8409 -2.0553
O 2.0601 0.3043 -1.7276
C 1.9182 0.6907 -0.4364
C 2.5854 0.1597 0.6609
C 2.3487 0.6408 1.9361
C 1.4410 1.6660 2.1308
Cl 1.1360 2.2612 3.7203
C 0.7700 2.2281 1.0553
C 1.0167 1.7387 -0.2107
Cl 0.2038 2.4265 -1.5653
N -1.1594 -0.6800 -1.3102
C -2.0341 0.0149 -0.3956
C -3.4328 -0.6349 -0.1859
C -3.7975 -1.6994 -1.2332
C -3.2385 -2.9912 -0.6210
C -2.9647 -2.6099 0.8483
O -3.5121 -1.3184 1.0418
H 0.2756 -3.1504 -2.1347
H 0.4844 -1.6064 -2.9827
H 2.6424 -2.9656 -2.2081
H 2.2056 -2.3437 -0.6076
H 2.9197 -0.7757 -3.1433
H 3.8226 -0.7873 -1.6140
H 3.2917 -0.6438 0.5342
H 2.8658 0.2092 2.7778
H 0.0635 3.0292 1.2005
H -1.2803 -0.4959 -2.2927
H -1.5342 0.0370 0.5766
H -2.1614 1.0385 -0.7532
H -4.1752 0.1667 -0.1331
H -4.8829 -1.7580 -1.3120
H -3.3918 -1.4826 -2.2181
H -2.3165 -3.3004 -1.1112
H -3.9554 -3.8069 -0.6941
H -3.4519 -3.2751 1.5629
H -1.8873 -2.5934 1.0526
```

Values from the calculation:
energy above the lowest of the compared OMol25 structures with the same formula, charge and spin: 0.0 kcal per mole
HOMO level: -0.312 hartree
LUMO: 0.575 eV
SMILES: O=C(CCCOc1ccc(Cl)cc1Cl)NC[C@H]1CCCO1
energy: -48541.1538 eV
frontier orbital gap: 9.05 eV

DFT (wB97M-V/def2-TZVPD) results for C15H19ClF5NNbO4S as an isolated structure in a non-equilibrium geometry.

The geometry in XYZ format:
```
47
Properties=species:S:1:pos:R:3
C -2.8244 -4.0308 1.6307
C -2.5952 -2.9485 0.7326
Nb -2.2103 -1.1857 -0.7295
C -1.8520 0.4135 -2.3177
C -0.4870 0.2200 -3.2041
C 0.6405 1.3635 -2.7661
C 2.1927 0.8222 -2.9018
F 3.0408 2.0332 -3.2131
F 2.3979 -0.1262 -4.0444
C 2.7702 0.1009 -1.5334
F 1.9483 0.3775 -0.3182
F 4.1391 0.6566 -1.2319
F 2.8716 -1.3838 -1.7745
C -4.4669 -0.8432 -0.7350
C -4.9368 0.7015 -0.4584
O -4.2031 1.8051 -0.6159
O -6.3570 0.9151 -0.0317
C -1.8385 0.2940 0.9609
C -0.6784 -0.1410 2.0343
O -0.2582 -1.3811 2.2972
Cl 0.0886 1.2764 3.0228
N -0.1447 -1.7841 -0.7469
C -0.0940 -3.0092 -1.4234
S -0.0446 -4.1087 -2.7640
H -2.8042 -5.1227 2.1110
H -2.4757 -2.3739 -2.1155
H -2.8172 0.4572 -2.9830
H -1.7540 1.4389 -1.7512
H -0.0622 -0.8704 -3.2269
H -0.7709 0.4843 -4.3328
H 0.3904 1.8475 -1.7203
H 0.5421 2.2533 -3.5553
H -4.9249 -1.4942 0.1545
H -4.9453 -1.2725 -1.7200
H -6.7805 0.0015 -0.0038
H -2.8570 0.5175 1.5274
H -1.5168 1.3198 0.4515
C 3.5638 1.2282 2.7121
C 3.9998 1.5876 4.1074
O 3.2599 2.2106 4.8671
C 5.3761 1.1551 4.5373
H 2.5495 1.6043 2.5408
H 4.2353 1.6884 1.9830
H 3.5589 0.1419 2.5927
H 6.1283 1.6120 3.8894
H 5.4520 0.0655 4.4990
H 5.5544 1.4830 5.5669
```

Values from the calculation:
HOMO level: -0.210 hartree
LUMO: 1.061 eV
total charge: -1
energy: -64025.7545 eV
frontier orbital gap: 6.78 eV

DFT (wB97M-V/def2-TZVPD) results for C15H19ClIrO as an isolated structure in a non-equilibrium geometry.

The geometry in XYZ format:
```
37
Properties=species:S:1:pos:R:3
C 0.0687 0.4190 -3.3398
C -0.5870 -0.8437 -3.7234
C -0.7270 1.5751 -2.8711
C 1.5485 0.5182 -3.4035
Cl 0.8664 -1.3077 -0.1981
H -1.0533 2.2206 -3.7165
H -0.1126 2.1698 -2.1610
H -1.6137 1.2036 -2.3166
H -0.7990 -0.8862 -4.8225
H -1.5414 -0.9717 -3.1811
H 0.0621 -1.6992 -3.4583
H 1.9129 0.8294 -4.4079
H 1.9977 -0.4639 -3.1587
H 1.9052 1.2496 -2.6515
C -1.5072 -0.7911 2.5801
C -2.2594 0.4054 2.2061
C -2.7063 0.2597 0.8975
H -2.5406 1.1740 2.9300
C -2.1714 -0.9075 0.3404
C -1.4431 -1.6470 1.3404
H -1.2102 -2.7152 1.3063
H -1.3702 -1.1462 3.5958
H -3.3734 0.9307 0.3653
H -2.3252 -1.2631 -0.6879
C 2.5020 -0.0607 2.1851
C 1.5312 0.3935 3.2051
C 0.8621 1.5590 2.6080
H 1.4887 0.0398 4.2489
C 1.2108 1.6504 1.2658
C 2.2924 0.7135 0.9768
H 2.8362 0.5640 0.0179
H 3.3055 -0.7895 2.3453
H 0.2043 2.2555 3.1317
H 0.7398 2.2966 0.5263
Ir 0.4041 -0.8698 1.9633
O 0.8579 -3.5244 3.3426
C 0.7445 -2.5403 2.7190
```

Values from the calculation:
energy above the lowest of the compared OMol25 structures with the same formula, charge and spin: 25.4 kcal per mole
HOMO level (spin up / spin down): -0.432 / -0.615 hartree
LUMO (spin up / spin down): -8.880 / -12.060 eV
<S²>: 8.78
total charge: +2
energy: -33246.1686 eV
multiplicity: 6
frontier orbital gap (spin up / spin down): 2.87 / 4.68 eV